Molecular formula: C16H26N2O
Method: DFT, the ωB97M-V functional and the def2-TZVPD basis

- DFT total energy: -810.0473 hartree
- E_HOMO: -8.8 eV
- Energy relative to the best compared isomer or geometry (same formula, charge and spin): 7.1 kJ/mol
- Kohn-Sham gap: 9.4 eV

Last column: Mulliken charge in e.
Positions of all 45 atoms, in Å:
C 5.3140 2.5028 0.2626  -1.152
C 4.3345 3.6493 0.4839  -0.380
C 3.6771 3.6247 1.8648  -0.822
C 2.8259 2.3870 2.1526  -0.625
C 1.6335 2.2361 1.2107  -0.535
C 0.7197 1.0875 1.6323  -0.525
C -0.4505 0.9175 0.6662  -0.646
C -1.4793 -0.1160 1.1259  -0.865
C -0.9288 -1.5330 1.3044  -0.763
C -0.2564 -2.0871 0.0421  -0.934
C -1.1400 -1.9502 -1.1859  0.401
O -0.8754 -1.2222 -2.1131  -0.632
N -2.2558 -2.7387 -1.1182  -0.033
C -3.3030 -2.8514 -2.0298  0.517
C -4.3465 -3.7303 -1.7403  -0.563
C -5.3930 -3.8527 -2.6348  -0.372
C -5.3611 -3.0882 -3.7920  -0.353
N -4.3772 -2.2523 -4.0729  -0.566
C -3.3752 -2.1306 -3.2260  -0.267
H 6.0571 2.4777 1.0572  0.289
H 4.7985 1.5463 0.2420  0.282
H 5.8311 2.6269 -0.6864  0.370
H 3.5666 3.6270 -0.2908  0.270
H 4.8712 4.5960 0.3820  0.364
H 4.4602 3.6902 2.6249  0.356
H 3.0474 4.5126 1.9645  0.333
H 2.4544 2.4625 3.1784  0.402
H 3.4472 1.4912 2.0996  0.284
H 1.0621 3.1674 1.2003  0.284
H 1.9840 2.0502 0.1943  0.272
H 1.3084 0.1689 1.6745  0.297
H 0.3344 1.2812 2.6371  0.267
H -0.0793 0.6482 -0.3233  0.222
H -0.9630 1.8775 0.5661  0.498
H -1.9073 0.2054 2.0792  0.449
H -2.2897 -0.1399 0.3926  0.349
H -1.7550 -2.1851 1.6028  0.495
H -0.2017 -1.5453 2.1181  0.381
H -0.0050 -3.1401 0.1920  0.436
H 0.6654 -1.5419 -0.1574  0.362
H -2.3545 -3.3148 -0.2927  0.178
H -4.3316 -4.3072 -0.8243  0.353
H -6.2130 -4.5256 -2.4366  0.373
H -6.1539 -3.1449 -4.5252  0.357
H -2.5963 -1.4365 -3.5014  0.588